[1]
Here is a molecular structure, C20H56N5O6Sr2 in a non-equilibrium geometry from the OMol25 dataset. Energies are from the ωB97M-V functional and the def2-TZVPD basis.

The energy above the lowest of the compared OMol25 structures with the same formula, charge and spin is 25.62 kcal/mol. Its HOMO-LUMO gap is 0.1654 Ha. The molar mass comes out at 637.94 g/mol. The energy comes out at -1581.31160 Ha.

```
! RIJCOSX wB97M-V def2-TZVPD def2/J DEFGRID3
* xyz 3 1
Sr -14.904 -0.995 25.794
Sr -17.003 1.109 24.126
O -15.286 -0.350 23.416
H -14.922 0.355 22.857
C -16.686 -5.528 24.598
C -15.550 -4.778 25.287
C -14.193 -5.415 25.060
O -14.260 -6.698 25.595
C -13.294 -7.607 25.096
N -15.624 -3.319 24.891
H -17.639 -5.102 24.919
H -16.643 -6.571 24.914
H -16.600 -5.559 23.511
H -15.762 -4.818 26.359
H -13.420 -4.856 25.613
H -13.922 -5.384 23.994
H -12.254 -7.349 25.323
H -13.366 -7.672 24.004
H -13.537 -8.567 25.541
H -15.482 -3.253 23.866
H -16.644 -3.221 24.951
C -11.501 -3.134 22.899
C -11.675 -2.747 24.352
C -10.390 -2.359 25.026
O -10.599 -2.219 26.419
C -9.388 -2.059 27.114
N -12.614 -1.582 24.421
H -10.947 -4.077 22.804
H -10.997 -2.456 22.209
H -12.454 -3.435 22.448
H -12.185 -3.585 24.823
H -10.029 -1.384 24.673
H -9.665 -3.156 24.829
H -8.883 -3.027 27.268
H -9.522 -1.739 28.147
H -8.654 -1.425 26.610
H -12.137 -0.703 24.252
H -13.348 -1.729 23.735
C -16.211 -3.269 19.560
C -15.090 -2.980 20.554
C -14.325 -1.730 20.167
O -13.764 -1.934 18.909
C -12.997 -0.864 18.431
N -15.664 -2.843 21.935
H -16.959 -2.481 19.450
H -16.766 -4.130 19.952
H -15.751 -3.574 18.624
H -14.431 -3.848 20.545
H -13.523 -1.557 20.909
H -14.989 -0.847 20.160
H -13.607 -0.105 17.922
H -12.255 -1.199 17.710
H -12.461 -0.347 19.238
H -15.378 -1.933 22.304
H -16.637 -2.624 21.713
C -10.523 2.361 25.905
C -11.339 2.434 24.620
C -10.565 2.318 23.325
O -11.496 2.010 22.284
C -10.846 1.725 21.055
N -12.269 1.283 24.728
H -10.031 1.416 26.118
H -11.164 2.619 26.755
H -9.799 3.182 25.940
H -11.886 3.383 24.625
H -9.812 1.527 23.383
H -10.178 3.308 23.071
H -11.614 1.644 20.289
H -10.245 0.815 21.098
H -10.207 2.569 20.771
H -12.979 1.454 25.431
H -12.756 1.084 23.858
C -14.909 2.573 20.610
C -14.690 2.993 22.047
C -14.103 4.402 22.108
O -14.314 4.914 23.407
C -13.856 6.273 23.563
N -15.968 3.003 22.824
H -13.917 2.413 20.176
H -15.400 3.337 20.012
H -15.371 1.587 20.515
H -13.978 2.334 22.552
H -14.639 5.042 21.389
H -13.051 4.442 21.812
H -14.291 6.595 24.504
H -14.245 6.885 22.748
H -12.768 6.305 23.583
H -15.784 3.682 23.580
H -16.755 3.422 22.326
*
```

---

[2]
Here is 4 unconnected molecules or ions with the total composition C55H36BCl2NO10 in a non-equilibrium geometry from the OMol25 dataset. Energies are from the ωB97M-V functional and the def2-TZVPD basis.

Its HOMO-LUMO gap is 0.3054 Ha. The molar mass comes out at 952.61 g/mol. The energy comes out at -3870.08215 Ha. The SMILES is CCOB(O)c1ccc(/C(Cl)=C(\C)Cl)c2c1C(=O)NC2=O.O=C1c2ccccc2C(=O)c2ccccc21.O=C1c2ccccc2C(=O)c2ccccc21.O=C1c2ccccc2C(=O)c2ccccc21.

```
! RIJCOSX wB97M-V def2-TZVPD def2/J DEFGRID3
* xyz 0 1
C 14.427 4.260 2.213
C 13.039 4.109 2.884
O 12.303 5.329 2.800
B 11.163 5.398 3.571
O 10.624 6.603 3.871
C 10.445 4.068 4.080
C 10.719 3.532 5.329
C 10.109 2.371 5.723
C 9.227 1.741 4.882
C 8.591 0.454 5.291
Cl 7.090 0.490 6.166
C 9.164 -0.691 4.944
C 10.469 -0.719 4.180
Cl 8.482 -2.236 5.334
C 8.934 2.273 3.667
C 9.546 3.446 3.271
C 9.034 3.818 1.897
O 9.282 4.769 1.197
N 8.123 2.789 1.569
C 8.020 1.782 2.559
O 7.368 0.771 2.467
H 14.512 5.192 1.656
H 14.555 3.449 1.492
H 15.216 4.127 2.953
H 12.540 3.283 2.375
H 13.236 3.844 3.925
H 11.224 7.317 3.627
H 11.426 4.067 5.950
H 10.340 1.963 6.698
H 10.330 -0.339 3.167
H 11.207 -0.086 4.677
H 10.898 -1.719 4.158
H 7.219 3.140 1.265
O 0.058 0.066 2.486
C 0.932 0.821 2.108
C 0.771 1.602 0.850
C -0.402 1.478 0.116
C -0.580 2.228 -1.035
C 0.413 3.107 -1.456
C 1.591 3.222 -0.738
C 1.778 2.467 0.413
C 3.056 2.588 1.166
O 3.953 3.299 0.758
C 3.206 1.823 2.432
C 4.376 1.951 3.165
C 4.526 1.272 4.362
C 3.500 0.460 4.833
C 2.333 0.317 4.100
C 2.183 0.993 2.894
H -1.177 0.801 0.444
H -1.497 2.133 -1.602
H 0.267 3.701 -2.349
H 2.365 3.900 -1.068
H 5.170 2.586 2.800
H 5.447 1.382 4.928
H 3.614 -0.065 5.774
H 1.537 -0.318 4.464
O -8.163 -2.802 1.006
C -7.290 -2.049 0.627
C -7.451 -1.268 -0.631
C -8.624 -1.391 -1.364
C -8.802 -0.641 -2.515
C -7.807 0.235 -2.938
C -6.629 0.349 -2.220
C -6.443 -0.405 -1.068
C -5.164 -0.286 -0.316
O -4.267 0.425 -0.726
C -5.012 -1.050 0.951
C -3.839 -0.924 1.685
C -3.696 -1.604 2.883
C -4.726 -2.413 3.352
C -5.891 -2.553 2.617
C -6.038 -1.878 1.413
H -9.399 -2.068 -1.033
H -9.718 -0.737 -3.083
H -7.953 0.829 -3.831
H -5.853 1.026 -2.551
H -3.039 -0.292 1.326
H -2.783 -1.501 3.455
H -4.616 -2.936 4.293
H -6.690 -3.185 2.981
O -10.312 -2.954 -4.527
C -10.297 -3.563 -5.577
C -9.254 -3.282 -6.600
C -8.278 -2.330 -6.333
C -7.279 -2.085 -7.260
C -7.249 -2.793 -8.458
C -8.228 -3.732 -8.735
C -9.237 -3.976 -7.812
C -10.293 -4.976 -8.130
O -10.309 -5.541 -9.204
C -11.324 -5.272 -7.097
C -12.297 -6.228 -7.361
C -13.243 -6.535 -6.398
C -13.220 -5.890 -5.165
C -12.261 -4.927 -4.903
C -11.313 -4.610 -5.868
H -8.298 -1.784 -5.399
H -6.517 -1.346 -7.049
H -6.461 -2.609 -9.176
H -8.208 -4.279 -9.668
H -12.311 -6.733 -8.317
H -13.997 -7.283 -6.603
H -13.955 -6.138 -4.411
H -12.246 -4.422 -3.946
*
```

---

[3]
Here is 2 unconnected molecules or ions with the total composition C4H3Cl5O in a non-equilibrium geometry from the OMol25 dataset. Energies are from the ωB97M-V functional and the def2-TZVPD basis.

The energy above the lowest of the compared OMol25 structures with the same formula, charge and spin is 91.58 kcal/mol. Its HOMO-LUMO gap (spin up / spin down) is 0.3074 / 0.2557 Ha. The molar mass comes out at 244.33 g/mol. The energy comes out at -2530.26331 Ha.

```
! RIJCOSX wB97M-V def2-TZVPD def2/J DEFGRID3
* xyz 0 1
C -0.791 2.078 2.100
C 0.260 0.358 -0.196
C -0.589 1.443 -0.651
C -1.195 3.436 2.244
O -0.856 1.078 2.737
Cl 0.131 2.937 -1.094
Cl -2.176 1.146 -1.130
Cl 0.319 4.216 2.473
Cl -2.009 4.211 0.808
Cl -2.525 3.636 3.454
H 0.305 -0.511 -0.952
H 1.290 0.672 0.020
H -0.425 -0.019 0.600
*
```

---

[4]
Here is a gas-phase ion, C5H6N (charge +1) in a non-equilibrium geometry from the OMol25 dataset. Energies are from the ωB97M-V functional and the def2-TZVPD basis.

The energy above the lowest of the compared OMol25 structures with the same formula, charge and spin is 186.47 kcal/mol. Its HOMO-LUMO gap (spin up / spin down) is 0.2788 / 0.2788 Ha. The molar mass comes out at 80.11 g/mol. The energy comes out at -248.31853 Ha.

```
! RIJCOSX wB97M-V def2-TZVPD def2/J DEFGRID3
* xyz 1 1
C -0.254 1.759 1.175
C -0.318 -1.535 -1.054
C 1.228 0.330 -0.045
C -1.292 0.881 0.856
C 0.180 -0.469 -0.574
N 0.923 1.323 0.898
H -0.291 2.689 1.885
H -1.361 -1.756 -1.285
H 0.204 -2.576 -1.234
H 1.875 -0.459 0.417
H 1.762 1.080 -0.901
H -2.169 0.714 1.387
*
```

---

Q: energy of number 3 (C4H3Cl5O)?
A: -2530.26331 Ha